[1]
ORCA calculation (ωB97M-V/def2-TZVPD) on a 2-piece molecular cluster, C5H13NO overall in a non-equilibrium geometry.

The geometry in XYZ format:
```
20
Properties=species:S:1:pos:R:3:forces:R:3
C 2.6506 0.8198 0.1691 0.4 -2.3 -1.0
C 1.4112 0.0957 -0.5281 -2.0 5.0 3.9
C 0.1960 -0.0378 0.3742 -0.1 0.2 0.9
C 0.4454 -1.4873 0.9868 -1.1 -1.8 -0.6
C -1.5500 -0.2642 -1.3621 0.2 -2.3 1.9
N -1.2430 -0.2204 0.1049 3.2 0.6 -3.5
H 3.4183 0.5692 -0.5693 0.5 0.3 0.3
H 2.6527 1.9380 0.2259 -0.8 -0.9 -0.1
H 3.0048 0.3820 1.1233 -0.6 0.3 -0.4
H 0.3076 0.6889 1.2054 0.2 0.0 -0.4
H 1.2679 0.6812 -1.4054 -0.2 -0.7 -1.7
H 1.1988 -1.9483 1.6497 0.4 1.3 -0.5
H -0.5497 -1.7334 1.3612 0.7 -0.4 0.2
H -2.3148 -1.0830 -1.4059 0.4 0.9 -0.5
H -0.6116 -0.6168 -1.7920 -0.2 0.1 -0.8
H -1.9322 0.6518 -1.7674 0.0 0.5 -0.2
H -2.0026 0.4241 0.4448 -1.8 1.5 1.2
H 0.5455 -1.8545 -0.0480 -0.2 -1.8 0.9
H -3.5592 1.7180 1.0356 0.1 -0.2 -0.4
O -3.3359 1.2770 0.1971 1.0 -0.3 0.6
```
Forces are in eV/Å.

Computed properties:
Gap between HOMO and LUMO (eV): 4.21
HOMO (eV): -7.62
Energy above the lowest of the compared OMol25 structures with the same formula, charge and spin (kcal/mol): 213.7
LUMO level (hartree): -0.12534
Total charge: 0



[2]
ORCA calculation (ωB97M-V/def2-TZVPD) on C8H12ClN2OPd as an isolated structure in a non-equilibrium geometry.

The geometry in XYZ format:
```
25
Properties=species:S:1:pos:R:3:forces:R:3
Pd -1.1430 -1.1554 0.2390 -0.3 0.8 -0.3
Cl 0.2313 0.8727 0.6723 0.3 -0.8 0.2
C 3.8228 -1.2058 0.3174 0.2 -0.1 0.6
C 4.1660 -0.4167 1.5614 1.5 -1.1 -1.3
O 5.3249 -0.3731 2.0031 -0.9 0.4 0.3
N 3.1640 0.2171 2.1893 -0.5 1.2 1.1
C 3.2572 1.0483 3.3733 0.2 -0.6 -0.2
H 4.4478 -0.8275 -0.4894 -0.1 0.0 -0.1
H 2.7655 -1.1991 0.0623 0.0 0.2 -0.1
H 4.1277 -2.2330 0.5234 0.0 0.0 -0.1
H 2.2365 0.1284 1.7605 -0.7 0.1 -0.2
H 3.3171 0.3946 4.2527 -0.2 -0.1 0.0
H 2.3591 1.6542 3.4274 0.0 0.1 0.0
H 4.1963 1.5968 3.4016 0.0 0.1 -0.3
N -2.7510 -0.4254 -1.0683 -0.4 0.7 -0.5
C -2.6471 0.8163 -1.6065 0.1 -0.1 0.6
C -3.5443 1.3161 -2.5331 0.2 -0.2 0.4
C -4.6123 0.5211 -2.8963 -0.8 0.6 -0.4
C -4.7478 -0.7522 -2.3984 0.2 0.3 0.7
C -3.8182 -1.1456 -1.4522 0.9 -1.3 -0.4
H -1.8833 1.4501 -1.1761 0.3 -0.1 -0.2
H -3.4433 2.3216 -2.9127 0.1 0.0 0.1
H -5.4173 0.9407 -3.4896 0.2 -0.1 -0.3
H -5.5869 -1.3751 -2.6673 0.1 -0.1 0.1
H -3.8215 -2.1692 -1.0940 -0.3 0.1 0.3
```
Forces are in eV/Å.

Computed properties:
Gap between HOMO and LUMO (alpha / beta) (eV): 9.08 / 4.11
Spin multiplicity: 3
HOMO (alpha / beta) (eV): -12.33 / -12.30
LUMO level (alpha / beta) (hartree): -0.11949 / -0.30101
Total charge: +1